DFT (the ωB97M-V functional and the def2-TZVPD basis) results for C32H45FGeN3O3SeSiW as an isolated structure.

Structure (XYZ):
```
88
C32H45FGeN3O3SeSiW (the ωB97M-V functional and the def2-TZVPD basis)
W 0.14926 -1.29725 -0.10217
C 6.40416 1.56655 -0.59619
O 5.92862 1.71196 0.75795
C 4.78527 1.19923 1.12112
C 4.44375 1.40188 2.48887
C 3.28447 0.91152 2.97693
C 2.36676 0.19855 2.13261
C 1.17386 -0.31671 2.61250
C 0.78484 -0.37342 4.04723
O 0.26621 -0.79848 1.80412
C 2.74163 0.00636 0.76300
O 1.97952 -0.72301 -0.07426
C 3.92468 0.49503 0.26153
H 7.36302 2.07079 -0.61679
H 5.71335 2.04901 -1.28650
H 6.53259 0.51144 -0.83385
H 5.14010 1.95335 3.10524
H 3.03529 1.08065 4.01366
H 1.58629 -0.10334 4.72295
H 0.46618 -1.39267 4.27766
H -0.07285 0.28102 4.21774
H 4.17450 0.31409 -0.77264
C -0.53468 -3.34523 -2.38871
Si -0.39810 -1.66368 -3.19963
C 1.11634 -1.70424 -4.25194
C -1.99562 -1.22417 -4.00671
N -0.10504 -0.49558 -1.79486
C 0.06892 0.88451 -2.11107
C 0.03238 1.40209 -3.40872
C 0.19873 2.75895 -3.62502
C 0.39696 3.62983 -2.55963
C 0.42513 3.14680 -1.25720
C 0.26330 1.79836 -1.08437
F 0.25192 1.27603 0.18677
H -0.81365 -3.92264 -3.28263
H -1.32063 -3.57170 -1.66816
H 0.41279 -3.78666 -2.08591
H 1.07563 -2.59947 -4.87813
H 2.01434 -1.76952 -3.63319
H 1.22306 -0.84835 -4.91563
H -2.44067 -2.12904 -4.42693
H -1.87623 -0.50823 -4.81887
H -2.70057 -0.80307 -3.28957
H -0.12935 0.75607 -4.25716
H 0.16877 3.14518 -4.63422
H 0.52277 4.68845 -2.73991
H 0.56242 3.79556 -0.40273
C -6.73894 0.36894 -0.69300
C -5.47789 -0.21415 -0.07165
C -4.61072 -0.95173 -1.08815
C -3.35367 -1.58552 -0.45873
Ge -2.35441 -0.10127 0.37862
C -2.50902 0.53022 2.21743
C -2.69182 -0.45610 3.36860
C -3.96732 -1.28846 3.30447
C -4.06124 -2.28110 4.45621
H -7.34340 0.88873 0.04791
H -7.35215 -0.42141 -1.12710
H -6.49465 1.07902 -1.48421
H -5.73536 -0.89409 0.74566
H -4.89720 0.60388 0.38383
H -4.33114 -0.25882 -1.88716
H -5.19490 -1.74669 -1.55811
H -2.75077 -2.09163 -1.21416
H -3.62648 -2.32689 0.29160
H -2.33315 1.08122 -0.59657
H -3.36967 1.20747 2.16124
H -1.64437 1.18106 2.37295
H -2.69773 0.11248 4.30331
H -1.82158 -1.11719 3.44260
H -4.01686 -1.82439 2.34892
H -4.83519 -0.62493 3.31275
H -3.21020 -2.97077 4.46685
H -4.96936 -2.87901 4.39964
H -4.06292 -1.76735 5.41785
Se -1.32345 -3.52243 1.85761
N 0.07410 -3.23637 0.63588
C 0.62821 -4.43523 0.37251
C 1.80502 -4.67902 -0.36201
C 2.21953 -5.97612 -0.49035
C 1.50573 -7.08824 0.06633
C 0.38518 -6.89475 0.79612
C -0.07091 -5.54975 0.98650
N -1.10117 -5.24273 1.73712
H 2.37828 -3.86166 -0.78124
H 3.13662 -6.18272 -1.02765
H 1.89511 -8.08404 -0.09361
H -0.16874 -7.69944 1.25984
```

As for the spin multiplicity: 1. The molar mass is 902.22 g mol⁻¹. Its charge is +3. Its HOMO-LUMO gap is 6.43 eV. The value obtained for the relative energy (zero: lowest compared OMol25 entry of this formula, charge and spin) is 0.0 kcal per mole.